ORCA calculation (the ωB97M-V functional and the def2-TZVPD basis) on a cluster of 9 separate species, C52H123NO25 in total in a non-equilibrium geometry.

Last column: Löwdin charge in e.
Cartesian coordinates (Å):
C 5.01881 -3.09563 -8.53926  -0.08
O 5.48024 -4.33231 -7.92858  -0.23
C 5.57539 -4.34453 -6.45469  -0.14
C 5.68723 -5.74305 -5.80263  -0.48
C 4.53356 -6.64992 -6.14410  -0.07
N 5.49016 -5.66685 -4.42549  -0.01
H 5.67907 -2.27251 -8.26609  0.08
H 4.05990 -2.90227 -8.05841  0.08
H 4.98937 -3.22035 -9.62170  0.09
H 6.51059 -3.90914 -6.10268  0.12
H 4.68097 -3.78344 -6.18397  0.12
H 6.68564 -6.16329 -5.92373  0.14
H 4.33332 -6.54342 -7.21026  0.07
H 3.64198 -6.39005 -5.57342  0.08
H 4.77324 -7.67148 -5.84902  0.08
H 6.15435 -5.05344 -3.97530  0.08
H 5.38182 -6.54355 -3.93584  0.09
C -10.68252 -18.19715 7.12106  -0.14
O -9.66886 -17.89288 6.23653  -0.16
C -8.86305 -16.81553 6.72050  -0.23
C -7.63193 -16.55126 6.00296  -0.20
O -7.90832 -15.44397 5.12406  -0.11
C -7.02558 -15.45378 4.01474  -0.20
C -5.61006 -15.02633 4.30251  -0.22
O -5.35233 -13.61719 4.60008  -0.19
C -4.56377 -13.02046 3.52042  -0.08
H -10.19574 -18.65903 7.98003  0.09
H -11.37796 -18.94505 6.74013  0.09
H -11.34335 -17.34886 7.29943  0.09
H -8.51166 -17.05075 7.72513  0.12
H -9.43623 -15.89517 6.83234  0.14
H -7.39623 -17.50384 5.52848  0.14
H -6.83594 -16.27141 6.69301  0.13
H -7.43378 -14.67522 3.37029  0.13
H -6.80514 -16.41947 3.55984  0.12
H -5.02260 -15.41840 3.47228  0.11
H -5.15172 -15.63932 5.07857  0.12
H -3.69669 -13.61684 3.23651  0.09
H -4.34479 -12.10122 4.06367  0.08
H -5.24512 -12.64578 2.75655  0.08
C 2.34567 -11.02575 6.27597  -0.15
O 3.63416 -10.58561 6.16229  -0.16
C 3.77956 -9.19125 6.08131  -0.22
C 5.13968 -8.81444 5.52961  -0.19
O 5.48413 -7.42922 5.65969  -0.14
C 6.26008 -6.77664 4.64650  -0.17
C 5.32073 -6.02825 3.70220  -0.20
O 5.93985 -5.27089 2.68276  -0.19
C 6.85391 -4.28807 3.07706  -0.11
H 2.31724 -11.98315 6.79624  0.09
H 1.87738 -11.09142 5.29389  0.09
H 1.67339 -10.48693 6.94367  0.09
H 3.62673 -8.70182 7.04319  0.13
H 3.07299 -8.68841 5.42099  0.12
H 5.29689 -9.25174 4.54363  0.13
H 5.81163 -9.42009 6.13770  0.12
H 6.80366 -7.56031 4.11879  0.13
H 6.99777 -6.15906 5.15884  0.12
H 4.63840 -5.34025 4.20137  0.13
H 4.65817 -6.76962 3.25554  0.13
H 7.11395 -3.57929 2.29087  0.09
H 7.79573 -4.75836 3.35973  0.08
H 6.40443 -3.86314 3.97457  0.09
C 3.05168 1.43463 0.49183  -0.11
O 3.32435 1.81055 -0.85386  -0.18
C 2.79323 0.87467 -1.81552  -0.16
C 1.20495 0.95977 -2.28662  -0.12
O 0.32272 0.69888 -1.18924  -0.18
C 0.42543 -0.56455 -0.57001  -0.20
C -0.66378 -0.77145 0.59785  -0.19
O -0.75916 -2.08287 1.01442  -0.18
C 0.40878 -2.62386 1.51989  -0.12
H 2.08356 1.05277 0.81592  0.07
H 3.36821 2.32887 1.02871  0.09
H 3.69192 0.57729 0.69954  0.08
H 3.04996 -0.16414 -1.60801  0.11
H 3.37082 1.14096 -2.70071  0.11
H 0.97658 0.51440 -3.25490  0.11
H 0.92106 2.01085 -2.33889  0.12
H 1.44390 -0.68779 -0.20175  0.08
H 0.37159 -1.32836 -1.34577  0.13
H -1.60895 -0.61624 0.07760  0.12
H -0.63290 0.00053 1.36673  0.12
H 0.02609 -3.56171 1.92249  0.10
H 0.98300 -1.96399 2.17024  0.10
H 1.02538 -2.87907 0.65804  0.08
C -2.91871 1.72312 -11.76775  -0.10
O -2.64014 1.44606 -10.40157  -0.15
C -2.96368 2.53497 -9.59405  -0.23
C -4.43250 2.84279 -9.27304  -0.12
O -5.13926 3.31581 -10.48640  -0.16
C -6.52998 3.30802 -10.37036  -0.23
C -6.97797 4.69359 -9.87072  -0.14
O -8.41829 4.74895 -9.52371  -0.19
C -8.66853 4.30769 -8.24680  -0.16
H -2.26734 2.51504 -12.13745  0.09
H -3.93580 1.91863 -12.10743  0.08
H -2.65204 0.78814 -12.26052  0.09
H -2.56869 3.50389 -9.89945  0.12
H -2.39451 2.37111 -8.67901  0.13
H -4.57293 3.62153 -8.52340  0.12
H -4.98686 1.93714 -9.02690  0.12
H -6.96324 2.54940 -9.71852  0.11
H -7.12822 2.97803 -11.21966  0.13
H -6.70300 5.55581 -10.47823  0.13
H -6.37231 4.93629 -8.99758  0.10
H -9.71956 4.27263 -7.96008  0.09
H -8.33210 5.16505 -7.66383  0.08
H -8.13453 3.40647 -7.94555  0.09
C -3.53891 -2.50398 8.83330  -0.07
O -2.34455 -1.64824 8.73788  -0.19
C -1.79985 -1.14696 9.89207  -0.21
C -2.83364 -0.17811 10.66876  -0.13
O -2.06006 0.62394 11.61648  -0.17
C -2.74727 1.82709 11.98992  -0.19
C -2.40103 2.41924 13.40173  -0.17
O -2.46771 1.21399 14.20085  -0.21
C -2.20262 1.48709 15.63819  -0.07
H -3.80958 -2.88643 9.81746  0.09
H -3.58746 -3.25618 8.04594  0.08
H -4.41570 -1.90578 8.58531  0.08
H -0.87499 -0.60497 9.69463  0.12
H -1.51591 -1.96261 10.55703  0.12
H -3.68130 -0.64622 11.16919  0.12
H -3.20840 0.62845 10.03858  0.11
H -3.81365 1.60396 11.95612  0.11
H -2.46228 2.58809 11.26344  0.12
H -2.90712 3.28492 13.82901  0.12
H -1.34160 2.62612 13.25041  0.11
H -2.19857 0.53672 16.17194  0.08
H -3.02476 2.15229 15.90224  0.08
H -1.24065 1.90356 15.93696  0.08
C 4.59208 10.88835 -4.63660  -0.16
O 5.68744 10.06420 -4.76266  -0.18
C 5.28188 8.65053 -4.87799  -0.15
C 6.30728 7.77047 -5.62447  -0.16
O 5.70208 6.57980 -6.24950  -0.13
C 5.10713 6.95164 -7.48514  -0.20
C 4.90691 5.60444 -8.31912  -0.14
O 6.17275 4.95277 -8.57487  -0.20
C 7.22505 5.69872 -9.17195  -0.10
H 4.86672 11.88857 -4.30158  0.09
H 3.98967 10.57540 -3.78380  0.08
H 3.99233 10.85815 -5.54625  0.09
H 4.31798 8.51862 -5.36954  0.10
H 5.09428 8.26155 -3.87719  0.12
H 6.91311 7.36111 -4.81607  0.11
H 7.16023 8.26253 -6.09186  0.13
H 5.63982 7.72289 -8.04149  0.11
H 4.18852 7.47668 -7.22323  0.11
H 4.38518 5.76865 -9.26196  0.11
H 4.23315 4.88623 -7.85187  0.12
H 6.87177 5.96881 -10.16711  0.09
H 8.12662 5.09690 -9.28645  0.09
H 7.47885 6.59357 -8.60369  0.07
C 3.83521 11.10274 5.15271  -0.13
O 3.40928 10.01808 4.34898  -0.20
C 1.94734 9.96640 4.20469  -0.16
C 1.44723 8.52586 4.16715  -0.18
O 1.36057 7.80732 5.42349  -0.15
C 2.64537 7.40034 5.87361  -0.20
C 2.55386 6.36075 7.01633  -0.21
O 2.41896 5.03475 6.48965  -0.20
C 1.12090 4.97044 5.69294  -0.03
H 4.92284 11.15131 5.20554  0.09
H 3.43674 11.04658 6.16570  0.08
H 3.57482 12.08444 4.75702  0.08
H 1.59355 10.38962 3.26458  0.12
H 1.54469 10.43563 5.10235  0.12
H 2.11432 7.96727 3.51060  0.12
H 0.52436 8.42217 3.59648  0.12
H 3.30099 8.19220 6.23586  0.12
H 3.11821 6.76077 5.12832  0.13
H 1.86342 6.63513 7.81390  0.12
H 3.51848 6.35873 7.52387  0.12
H 0.37520 5.21925 6.44800  0.09
H 0.92114 3.95480 5.35136  0.08
H 1.25295 5.57690 4.79691  0.07
C -2.33601 8.06946 -8.48784  -0.12
O -2.28333 9.47504 -8.50795  -0.17
C -1.44657 10.12067 -7.57643  -0.19
C -1.58884 9.74399 -6.11916  -0.23
O -1.27202 8.46642 -5.70409  -0.15
C -1.64043 8.19416 -4.37008  -0.18
C -3.08503 7.73542 -4.27908  -0.15
O -3.21498 6.30165 -4.58620  -0.20
C -4.06920 5.51573 -3.80829  -0.13
H -2.12224 7.65740 -9.47405  0.08
H -3.19990 7.59436 -8.02301  0.09
H -1.46037 7.62091 -8.01863  0.08
H -1.58708 11.19982 -7.63797  0.13
H -0.44581 10.02056 -7.99662  0.13
H -2.59585 9.97477 -5.77167  0.12
H -0.92388 10.41271 -5.57259  0.13
H -1.42777 9.06614 -3.75156  0.12
H -0.87566 7.49294 -4.03612  0.13
H -3.66276 8.30855 -5.00423  0.11
H -3.67535 8.03329 -3.41253  0.12
H -3.87994 4.48360 -4.10322  0.09
H -5.10033 5.84625 -3.93328  0.08
H -3.84692 5.68562 -2.75480  0.08

Atoms 1-3, force components in eV/Å:
0.48 -1.01 1.95
0.81 -0.58 0.42
-0.07 0.07 -1.48

Properties
Frontier orbital gap, Eh: 0.3411
Electronic energy, Ha: -3989.93143
Maximum force, eV/Å: 4.20
2S+1: 1
LUMO energy, eV: 0.341
Highest occupied orbital energy, eV: -8.940